Entry 1:
Molecular formula: C26H30BFKN3O5
Method: DFT, the ωB97M-V functional and the def2-TZVPD basis

Each line ends with the Mulliken charge.
Cartesian coordinates (Å):
1 K 1.46690 -0.99789 3.43120  0.95
2 C 4.58837 -2.39021 -3.37673  -0.91
3 C 4.24835 -3.62020 -2.54527  -0.98
4 N 3.21950 -3.35877 -1.54371  0.07
5 C 3.61742 -3.03679 -0.25695  0.14
6 C 2.79426 -2.63119 0.72098  0.19
7 C 3.24749 -2.25172 2.13179  -0.25
8 O 2.90705 -3.04997 3.02613  -0.72
9 O 3.76632 -1.12419 2.22611  -0.71
10 C 1.38940 -2.42981 0.43822  1.51
11 O 0.59343 -1.97920 1.24493  -0.93
12 C 0.96958 -2.78264 -0.94018  0.31
13 C -0.36139 -2.63199 -1.28771  -0.96
14 C -0.77410 -2.89986 -2.56207  0.73
15 F -2.06736 -2.68857 -2.90940  -0.34
16 C 0.11978 -3.35333 -3.52829  -1.45
17 C 1.44172 -3.51649 -3.19001  -0.17
18 C 1.90127 -3.22005 -1.89672  -0.10
19 N -0.27856 -3.63777 -4.87274  0.33
20 C 0.12753 -2.67445 -5.89454  -0.38
21 C 0.35469 -3.46399 -7.21314  -0.75
22 N -0.18314 -4.84100 -6.95012  -0.12
23 C -1.62705 -4.73769 -6.55216  -0.64
24 C -1.63864 -4.10832 -5.13193  -0.66
25 H 5.37537 -2.61929 -4.09734  0.39
26 H 4.93688 -1.58579 -2.72788  0.32
27 H 3.71357 -2.02478 -3.91974  0.22
28 H 5.12787 -3.96325 -2.00733  0.50
29 H 3.93691 -4.45205 -3.17639  0.37
30 H 4.68045 -3.14396 -0.07849  0.38
31 H -1.05452 -2.26573 -0.53828  0.55
32 H 2.11926 -3.88775 -3.94847  0.42
33 H 1.04238 -2.18026 -5.58642  0.39
34 H -0.63985 -1.90841 -6.04171  0.31
35 H 1.40605 -3.56060 -7.46993  0.39
36 H -0.18396 -3.02835 -8.05021  0.35
37 H 0.27584 -5.07475 -6.05940  0.38
38 H 0.00692 -5.51219 -7.68592  0.29
39 H -2.07343 -5.72715 -6.57856  0.35
40 H -2.12767 -4.10375 -7.27862  0.31
41 H -1.90417 -4.84896 -4.38326  0.47
42 H -2.37838 -3.30962 -5.09895  0.49
43 C -2.67763 7.72507 5.70888  -2.18
44 C -3.05340 6.24387 5.64179  2.27
45 C -4.19696 6.08557 4.62853  -1.59
46 C -3.55445 5.81756 7.03018  -1.60
47 C -1.87205 5.36342 5.22364  0.12
48 C -0.62243 5.89012 4.91242  -0.05
49 C 0.45404 5.07500 4.52801  -1.45
50 C 0.24216 3.72047 4.46599  1.04
51 O 1.10315 2.71777 4.13022  -0.62
52 B 0.40633 1.44454 4.22639  -0.63
53 O -0.93981 1.82488 4.64540  -0.57
54 C -0.99543 3.18036 4.77551  0.47
55 C -2.05482 3.96927 5.15181  -0.91
56 H -3.54980 8.30716 6.01871  0.44
57 H -2.35098 8.10232 4.73661  0.42
58 H -1.87915 7.90280 6.43330  0.43
59 H -5.04922 6.71332 4.91051  0.43
60 H -4.54029 5.04998 4.57547  0.32
61 H -3.86514 6.38072 3.62962  0.37
62 H -4.38953 6.45224 7.34595  0.43
63 H -2.75365 5.90627 7.76852  0.37
64 H -3.89776 4.78094 7.03196  0.32
65 H -0.45803 6.95930 4.96340  0.38
66 H 1.42207 5.50010 4.29025  0.40
67 H -3.00955 3.50968 5.38613  0.38

The value obtained for the gap between HOMO and LUMO is 2.7 eV. The LUMO energy is -1.8 eV. As for the multiplicity: 1.

***

Entry 2:
Molecular formula: C26H30Br2N4O8PRb
Method: DFT, the ωB97M-V functional and the def2-TZVPD basis

Each line ends with the Mulliken charge.
Cartesian coordinates (Å):
1 Rb -0.23758 0.79143 -0.14977  0.54
2 O -2.65333 3.46904 -1.65367  -0.56
3 C -2.88319 4.52269 -0.74479  -0.94
4 C -2.86879 4.08603 0.71090  -0.57
5 N -1.62522 3.48802 1.17199  0.94
6 C -0.47797 4.36930 0.98584  -0.65
7 C 0.13519 4.41821 -0.43269  0.33
8 O 0.84765 5.39752 -0.68771  -0.82
9 O -0.10458 3.43276 -1.19994  -0.53
10 C -1.78339 3.12571 2.57507  -0.87
11 C -0.75100 2.15157 3.18024  0.50
12 O -0.95897 1.86671 4.38009  -0.85
13 O 0.15712 1.70530 2.43966  -0.73
14 H -1.67111 3.31833 -1.58997  0.50
15 H -3.87234 4.94133 -0.95691  0.46
16 H -2.15418 5.32459 -0.90740  0.27
17 H -3.66474 3.34909 0.85947  0.32
18 H -3.12960 4.97796 1.32009  0.27
19 H 0.32182 4.00353 1.63140  0.34
20 H -0.70697 5.40267 1.29541  0.19
21 H -2.75455 2.63854 2.69895  0.29
22 H -1.80970 4.01993 3.22300  0.25
23 O 5.89328 -3.93211 -2.96873  -0.74
24 C 4.81148 -4.44265 -2.62002  0.57
25 O 4.51011 -5.63976 -2.44027  -0.75
26 C 3.66950 -3.43456 -2.34102  -0.49
27 C 2.41361 -3.86981 -1.94094  -0.75
28 C 1.41261 -2.93792 -1.68870  0.53
29 N 1.59617 -1.62597 -1.81748  0.00
30 C 2.79340 -1.20655 -2.22297  0.71
31 C 3.85359 -2.06792 -2.48770  -0.87
32 C 2.91947 0.27097 -2.36470  0.34
33 C 4.04502 0.94716 -1.91072  -0.94
34 C 4.04669 2.33587 -1.94370  -0.54
35 C 2.93673 2.99624 -2.43878  -0.48
36 C 1.87901 2.22823 -2.91313  -0.22
37 N 1.85922 0.90081 -2.87851  -0.33
38 C 0.04818 -3.36813 -1.26715  0.62
39 C -0.13037 -4.51967 -0.49980  -0.81
40 C -1.41129 -4.89326 -0.13782  -0.55
41 C -2.47677 -4.10147 -0.53555  -0.93
42 C -2.19903 -2.97015 -1.28829  0.01
43 N -0.97757 -2.61087 -1.65833  -0.17
44 H 2.25006 -4.93573 -1.85470  0.63
45 H 4.81612 -1.70744 -2.82601  0.63
46 H 4.87597 0.39162 -1.49618  0.46
47 H 4.89081 2.89041 -1.55130  0.40
48 H 2.84051 4.07312 -2.40984  0.35
49 H 0.99181 2.71552 -3.29341  0.51
50 H 0.72975 -5.09795 -0.18970  0.42
51 H -1.57304 -5.78200 0.46133  0.45
52 H -3.49693 -4.34270 -0.26541  0.37
53 H -3.00249 -2.31510 -1.61280  0.52
54 Br -2.36372 0.00387 -3.16231  -0.09
55 C -3.83231 0.69547 -2.12857  -0.07
56 Br -3.86199 -0.05315 -0.34255  -0.08
57 H -4.75903 0.42190 -2.61438  0.43
58 H -3.68263 1.76611 -2.01843  -0.04
59 C -1.64296 -1.23592 3.93360  -0.96
60 P -0.35732 -1.83013 2.82419  1.12
61 C -0.25187 -3.61052 3.15053  -1.25
62 C 1.17444 -1.13524 3.44890  -1.05
63 O -0.61344 -1.55187 1.38133  -0.32
64 H -1.52335 -1.67517 4.92651  0.38
65 H -2.61532 -1.51916 3.52716  0.26
66 H -1.56751 -0.14773 4.02901  0.15
67 H -0.04683 -3.80904 4.20384  0.41
68 H 0.54304 -4.03313 2.53599  0.28
69 H -1.19332 -4.08047 2.86411  0.32
70 H 1.31179 -1.37824 4.50425  0.38
71 H 1.10210 -0.04954 3.32359  0.19
72 H 2.01004 -1.52653 2.86627  0.34

The value obtained for the gap between HOMO and LUMO is 7.1 eV. The LUMO energy is 3.5 eV. As for the charge: -2. As for the multiplicity: 1.

***

Entry 3:
Molecular formula: C26H30BrN2O2OsP
Method: DFT, the ωB97M-V functional and the def2-TZVPD basis

Each line ends with the Mulliken charge.
Cartesian coordinates (Å):
1 Os 0.29205 0.21240 0.47899  1.76
2 C -0.81726 3.82127 2.60699  -1.32
3 C -0.17562 2.90919 1.77933  -0.28
4 N -0.70707 1.72015 1.48870  0.23
5 C -1.94247 1.40140 1.97991  0.22
6 C -2.64296 2.26098 2.82275  1.01
7 C -2.04001 3.49171 3.14602  -0.59
8 C -3.93733 1.86729 3.30495  -0.97
9 C -4.48428 0.69061 2.93268  -0.96
10 C -3.78639 -0.19497 2.04199  0.99
11 C -4.31304 -1.42424 1.59323  -0.69
12 C -3.59342 -2.19549 0.71854  -1.18
13 C -2.33537 -1.75436 0.28958  -0.30
14 N -1.81415 -0.61320 0.71400  -0.07
15 C -2.52341 0.16112 1.57699  -0.22
16 H -0.34271 4.76834 2.82022  0.47
17 H 0.79190 3.12905 1.34665  0.89
18 H -2.54973 4.17609 3.81352  0.50
19 H -4.46679 2.54003 3.96683  0.46
20 H -5.46378 0.39991 3.28998  0.46
21 H -5.28700 -1.74652 1.94067  0.48
22 H -3.97694 -3.13603 0.34966  0.51
23 H -1.75223 -2.33539 -0.41463  0.66
24 C -0.72684 2.71309 -2.05113  -1.37
25 P 0.25814 1.21046 -1.84137  0.90
26 C -0.39608 0.02121 -3.03095  -1.27
27 C 1.91930 1.63130 -2.41395  -1.42
28 H -0.66313 3.03041 -3.09318  0.47
29 H -0.34903 3.51515 -1.41670  0.36
30 H -1.77026 2.52136 -1.80137  0.37
31 H -0.23078 0.40406 -4.03969  0.49
32 H -1.46668 -0.11186 -2.87108  0.38
33 H 0.09598 -0.94299 -2.91311  0.30
34 H 1.85858 1.94611 -3.45715  0.51
35 H 2.57260 0.76168 -2.34044  0.36
36 H 2.33641 2.44457 -1.82002  0.38
37 Br 1.81145 -6.61520 3.92346  -0.12
38 C 1.45578 -5.38690 2.54891  -0.02
39 C 0.92992 -4.14319 2.87073  -0.87
40 C 0.69680 -3.23104 1.85604  0.16
41 C 0.96595 -3.56741 0.53153  0.91
42 C 1.46103 -4.82908 0.22105  -0.68
43 C 1.71930 -5.73773 1.23292  -0.58
44 C 0.69131 -2.63385 -0.57800  -0.21
45 O 0.19776 -2.93354 -1.62438  -0.55
46 O 1.03263 -1.31881 -0.35310  -0.41
47 H 0.71238 -3.89764 3.90064  0.48
48 H 0.27710 -2.26242 2.10629  0.34
49 H 1.65009 -5.09389 -0.81106  0.49
50 H 2.11602 -6.71653 1.00306  0.46
51 C 4.20819 -0.07396 1.20882  -1.83
52 C 3.02989 0.88973 1.37025  1.69
53 C 3.41324 2.10088 2.21741  -1.61
54 C 1.81515 0.14583 1.94176  -1.44
55 H 5.06668 0.43874 0.77435  0.45
56 H 3.94882 -0.91628 0.56512  0.33
57 H 4.50567 -0.46545 2.18346  0.44
58 H 2.79310 1.25290 0.35199  -0.61
59 H 3.81555 1.77017 3.17691  0.42
60 H 2.56652 2.75776 2.43039  0.36
61 H 4.18289 2.68990 1.71938  0.40
62 H 1.43264 0.56000 2.87700  0.58
63 H 2.00220 -0.92022 2.06657  0.90

The value obtained for the gap between HOMO and LUMO (spin up / spin down) is 6.8 / 5.5 eV. The LUMO energy (spin up / spin down) is -6.8 / -8.2 eV. As for the charge: +2. As for the expectation value of S²: 6.016. As for the multiplicity: 5.

***

Calculated ΔE to the lowest compared entry with this formula, charge and spin, 46.4; 17.1; 0.7 kJ/mol (same order as the records).
Calculated total energy, -2273.8391; -7343.4522; -4274.2502 Eh (same order as the records).